*i*
ORCA calculation (wB97M-V/def2-TZVPD) on a molecular structure, C4H7FS.

Values from the calculation:
HOMO energy in eV: -8.71
Orbital gap in Eh: 0.3525

```
! RIJCOSX wB97M-V def2-TZVPD def2/J DEFGRID3
* xyz 0 1
C -1.22119 0.29106 -0.51280
C -0.12370 -0.02610 0.47225
C 0.97525 0.93935 0.16997
C 0.53455 -1.32943 0.15448
H -0.96537 0.01690 -1.57876
H -1.48499 1.40426 -0.66905
H -0.38281 0.04853 1.49752
H 1.25833 1.47240 1.09967
H 0.91902 1.82464 -0.45173
H 0.75290 -1.85978 1.07827
H 0.06739 -1.92565 -0.67998
F -2.33864 -0.49510 -0.16399
S 2.00928 -0.36109 -0.41585
*
```


*ii*
ORCA calculation (wB97M-V/def2-TZVPD) on C4H7FS in the gas phase.

Values from the calculation:
HOMO energy in eV: -8.45
Orbital gap in Eh: 0.3454

```
! RIJCOSX wB97M-V def2-TZVPD def2/J DEFGRID3
* xyz 0 1
C -1.93404 -0.67437 -0.38549
S -1.00409 0.45325 0.75852
C 0.73472 0.15006 0.36517
C 1.76772 0.19278 1.45119
C 1.17791 -0.23368 -0.84095
F 0.41549 -0.14181 -1.96920
H -1.68257 -1.69508 -0.18329
H -1.54531 -0.44938 -1.46830
H -3.05273 -0.49461 -0.32042
H 2.70282 -0.19291 1.06034
H 1.32600 -0.44893 2.28035
H 1.91126 1.21731 1.77794
H 2.18874 -0.52083 -1.09967
*
```


*iii*
ORCA calculation (wB97M-V/def2-TZVPD) on C4H7FS in the gas phase.

Values from the calculation:
HOMO energy in eV: -8.86
Orbital gap in Eh: 0.3622

```
! RIJCOSX wB97M-V def2-TZVPD def2/J DEFGRID3
* xyz 0 1
C 1.67465 1.59377 -0.07094
C 0.87938 0.39888 0.46124
S 0.94850 -1.26879 -0.10656
C -0.24979 -0.14620 -0.28925
C -1.70128 -0.36297 0.30469
F -2.34665 0.75876 -0.20918
H 1.85767 1.74311 -1.21307
H 2.75968 1.33302 0.22723
H 1.16913 2.50376 0.40914
H 0.63526 0.36268 1.62447
H -0.32738 0.21106 -1.22775
H -2.13408 -1.29104 -0.09556
H -1.63412 -0.29162 1.42874
*
```


It turns out *ii* is the most stable, with the second structure 21.5 kJ/mol higher.


*i*
ORCA calculation (wB97M-V/def2-TZVPD) on 2 unconnected molecules or ions with the total composition C8H8N4.

Values from the calculation:
HOMO energy in eV: -9.80
Orbital gap in Eh: 0.3738

```
! RIJCOSX wB97M-V def2-TZVPD def2/J DEFGRID3
* xyz 0 1
C 1.85932 -4.49289 2.69106
C 3.01173 -5.08121 3.26316
N 3.62663 -4.57444 4.29979
C 3.13150 -3.48017 4.80306
N 2.17615 -2.73809 4.29295
C 1.46260 -3.27923 3.25867
H 1.38100 -4.98801 1.83568
H 3.36941 -6.05228 2.89615
H 3.65575 -3.02021 5.65112
H 0.61869 -2.69793 2.86430
C -2.23628 5.02518 -3.02736
C -2.55499 3.87346 -2.33504
N -2.78042 2.65121 -2.97352
C -2.63859 2.70619 -4.29520
N -2.36438 3.74674 -5.08729
C -2.10327 4.91108 -4.40722
H -2.10838 6.00376 -2.54608
H -2.56389 3.76804 -1.24215
H -3.07366 1.92237 -4.92918
H -1.86891 5.79641 -5.01291
*
```


*ii*
ORCA calculation (wB97M-V/def2-TZVPD) on 2 unconnected molecules or ions with the total composition C8H8N4.

Values from the calculation:
HOMO energy in eV: -9.61
Orbital gap in Eh: 0.3603

```
! RIJCOSX wB97M-V def2-TZVPD def2/J DEFGRID3
* xyz 0 1
C -2.15227 -1.37167 0.04347
C -2.25272 -1.98965 -1.21639
N -3.29998 -1.76988 -2.05946
C -4.30551 -0.96974 -1.63063
C -4.24851 -0.34728 -0.35270
N -3.14814 -0.59254 0.49322
H -1.17449 -1.43621 0.53882
H -1.32912 -2.49801 -1.52317
H -5.16770 -0.77762 -2.28280
H -5.02733 0.39091 -0.12004
C 3.87161 1.29516 -0.35081
C 4.57910 1.09513 0.87731
N 3.88608 1.00751 2.03941
C 2.55610 0.98314 1.99967
C 1.85338 1.21767 0.73212
N 2.50854 1.28075 -0.42767
H 4.34840 1.42102 -1.33184
H 5.66562 0.94431 0.82898
H 2.08040 0.94505 2.98853
H 0.75655 1.17195 0.75397
*
```


It turns out *i* is the most stable, with the second structure 72.4 kJ/mol higher.


*i*
ORCA calculation (wB97M-V/def2-TZVPD) on 2 unconnected molecules or ions with the total composition C4H3NO4.

Values from the calculation:
HOMO energy in eV: -9.92
Orbital gap in Eh: 0.3772

```
! RIJCOSX wB97M-V def2-TZVPD def2/J DEFGRID3
* xyz 0 1
C 0.18092 0.59895 0.06601
N -0.55252 0.26217 -1.16100
C -1.72495 -0.11817 -1.69884
O -2.76690 -0.57203 -1.39836
C -0.64096 0.48588 -2.50559
O -0.08353 0.93230 -3.42942
H -0.46046 0.32956 0.82520
H 0.40588 1.61610 0.06981
H 0.96384 -0.07710 0.09010
O -2.84186 -3.38124 0.78637
C -1.79499 -3.06476 0.43371
O -0.75938 -2.79931 0.04701
*
```


*ii*
ORCA calculation (wB97M-V/def2-TZVPD) on C4H3NO4 in the gas phase.

Values from the calculation:
HOMO energy in eV: -9.24
Orbital gap in Eh: 0.3544

```
! RIJCOSX wB97M-V def2-TZVPD def2/J DEFGRID3
* xyz 0 1
O 1.05358 1.85855 -0.14378
C 0.12758 1.09244 -0.00309
N -1.24469 1.22712 0.16024
C -1.67827 -0.01243 -0.04346
O -2.89810 -0.34489 -0.08902
O -0.83814 -1.02141 -0.17173
C 0.42159 -0.43726 0.01445
C 1.58562 -1.05746 0.08146
O 2.66530 -0.30373 -0.06225
H -3.37398 0.44767 0.13769
H 1.77641 -2.11138 0.29340
H 2.40308 0.66278 -0.17390
*
```


It turns out *ii* is the most stable, with the second structure 38.0 kJ/mol higher.


*i*
ORCA calculation (wB97M-V/def2-TZVPD) on CH5N3 in the gas phase.

Values from the calculation:
HOMO energy in eV: -8.88
Orbital gap in Eh: 0.3533

```
! RIJCOSX wB97M-V def2-TZVPD def2/J DEFGRID3
* xyz 0 1
N -0.22335 1.34728 0.04842
C -0.06366 0.11668 -0.03562
N -0.96475 -0.86551 -0.07757
N 1.29088 -0.33889 -0.04327
H -1.21628 1.60420 0.09415
H -1.97489 -0.63928 -0.18044
H -0.78925 -1.80550 0.68363
H 1.70372 -1.27006 0.05180
H 1.93920 0.41035 0.07152
*
```


*ii*
ORCA calculation (wB97M-V/def2-TZVPD) on CH5N3 in the gas phase.

Values from the calculation:
HOMO energy in eV: -9.25
Orbital gap in Eh: 0.3720

```
! RIJCOSX wB97M-V def2-TZVPD def2/J DEFGRID3
* xyz 0 1
N 0.78960 -1.23216 0.49064
C 0.16379 -0.25466 -0.02068
N -0.95307 -0.47896 -0.82677
N 0.54096 1.08931 0.04928
H 1.64333 -0.92414 0.94624
H -1.72647 0.13535 -0.58644
H -1.27002 -1.43500 -0.72489
H -0.15910 1.75401 -0.25075
H 0.97098 1.34626 0.92337
*
```


It turns out *ii* is the most stable, with the second structure 102.0 kJ/mol higher.